12 unconnected molecules or ions with the total composition C23H70O23 at a distorted geometry. Source: OMol25; level of theory: wB97M-V/def2-TZVPD.

HOMO level: -9.92 eV
2S+1: 1
Relative energy (zero: lowest compared OMol25 entry of this formula, charge and spin): 18.13 kJ/mol
E_tot: -2648.67012 Ha
Structure (SMILES): OCCO.OCCO.OCCO.OCCO.OCCO.OCCO.OCCO.OCCO.OCCO.OCCO.OCCO.CO
Frontier orbital gap: 10.1 eV

Element x y z (Å)
C (0.9745, 6.7628, 17.8620)
O (1.4033, 5.3984, 17.9142)
H (-0.0122, 6.9680, 17.4497)
H (0.9175, 7.1021, 18.8996)
H (1.7561, 7.3478, 17.3764)
H (1.7748, 5.1825, 17.0561)
C (-1.4683, 1.7568, 19.3798)
C (-0.7212, 2.9288, 18.8262)
O (0.2189, 3.3739, 19.8085)
O (-0.7743, 0.5278, 19.3170)
H (-2.4377, 1.6450, 18.8895)
H (-1.7450, 2.0285, 20.4141)
H (-1.4496, 3.7104, 18.5642)
H (-0.1639, 2.6962, 17.9115)
H (0.7399, 4.0853, 19.4165)
H (0.1280, 0.6834, 19.6137)
C (-4.7231, 6.5825, 12.9295)
C (-5.5559, 7.5532, 13.7325)
O (-6.5977, 8.0840, 12.9178)
O (-3.8578, 5.8530, 13.8021)
H (-4.1265, 7.1741, 12.2274)
H (-5.3742, 5.8938, 12.3825)
H (-4.9795, 8.4232, 14.0485)
H (-5.9473, 7.0759, 14.6395)
H (-7.2817, 7.4150, 12.8230)
H (-3.2193, 5.3457, 13.2718)
C (0.9219, 7.6249, 14.0773)
C (0.1739, 8.9229, 13.8743)
O (0.0255, 9.6553, 15.0747)
O (-0.0534, 6.6346, 14.4478)
H (1.6364, 7.6754, 14.9010)
H (1.4168, 7.3664, 13.1343)
H (-0.8018, 8.6756, 13.4422)
H (0.6767, 9.5385, 13.1250)
H (-0.8570, 9.4982, 15.4293)
H (0.3594, 5.7622, 14.4869)
C (1.2281, 1.9920, 14.9639)
C (-0.1938, 2.4833, 15.0444)
O (-0.2096, 3.9194, 15.1347)
O (1.9233, 2.1735, 16.1963)
H (1.7361, 2.5072, 14.1405)
H (1.1924, 0.9235, 14.7587)
H (-0.6807, 2.0600, 15.9255)
H (-0.7609, 2.1656, 14.1637)
H (-0.8789, 4.2408, 15.7689)
H (1.9589, 3.1211, 16.3420)
C (-6.9569, 8.4290, 18.5657)
C (-7.6792, 8.0060, 17.3301)
O (-8.9716, 8.5642, 17.3546)
O (-5.7022, 7.7638, 18.5673)
H (-7.5402, 8.2279, 19.4693)
H (-6.8058, 9.5174, 18.5302)
H (-7.6155, 6.9126, 17.2198)
H (-7.1077, 8.3484, 16.4495)
H (-9.4664, 8.2303, 16.6024)
H (-5.1877, 7.9882, 19.3530)
C (-4.9084, 3.9106, 19.6721)
C (-5.0849, 2.4593, 19.3313)
O (-4.4352, 2.1512, 18.1023)
O (-5.7497, 4.6988, 18.8385)
H (-3.8638, 4.1850, 19.5121)
H (-5.1542, 4.0538, 20.7321)
H (-6.1468, 2.1978, 19.3283)
H (-4.6265, 1.8594, 20.1285)
H (-5.0578, 1.6913, 17.5360)
H (-5.4403, 5.6154, 18.8461)
C (-3.2534, 7.3199, 16.7654)
C (-2.9698, 5.9121, 17.2116)
O (-2.4075, 5.1768, 16.1355)
O (-2.0826, 8.0072, 16.3598)
H (-3.7384, 7.9274, 17.5319)
H (-3.9853, 7.2719, 15.9462)
H (-3.8356, 5.4116, 17.6529)
H (-2.2165, 5.9851, 18.0048)
H (-3.0538, 5.2008, 15.4100)
H (-1.4445, 7.4440, 15.8913)
C (-2.6357, 11.4775, 16.1989)
C (-2.6322, 12.8120, 15.4995)
O (-1.7004, 12.8598, 14.4299)
O (-3.3896, 10.5309, 15.4649)
H (-3.0387, 11.5824, 17.2185)
H (-1.5905, 11.1578, 16.3158)
H (-2.3772, 13.5771, 16.2439)
H (-3.6058, 13.0300, 15.0676)
H (-0.8100, 12.7775, 14.7836)
H (-3.2221, 9.6706, 15.8675)
C (-1.7936, 4.4120, 10.5429)
C (-1.2334, 4.8986, 11.8694)
O (-1.8636, 4.2106, 12.9217)
O (-0.9687, 4.7443, 9.4453)
H (-2.7803, 4.8619, 10.3613)
H (-2.0493, 3.3469, 10.6138)
H (-1.3886, 5.9841, 11.9465)
H (-0.1417, 4.7814, 11.8300)
H (-1.2550, 4.1362, 13.6790)
H (-0.4779, 3.9664, 9.1714)
C (-2.8145, 11.1840, 20.2512)
C (-4.1392, 10.4947, 20.0132)
O (-4.0982, 9.1679, 20.5355)
O (-2.5003, 11.1120, 21.6181)
H (-2.9128, 12.2057, 19.8450)
H (-2.0464, 10.7399, 19.6047)
H (-4.1699, 10.3718, 18.9268)
H (-4.9783, 11.0929, 20.3646)
H (-3.7146, 9.2505, 21.4204)
H (-1.5492, 11.1576, 21.7436)
C (-2.2499, 6.3900, 21.5207)
C (-1.9349, 4.9168, 21.7150)
O (-0.6436, 4.8502, 22.2983)
O (-3.3291, 6.4569, 20.5941)
H (-1.3836, 6.9093, 21.0927)
H (-2.4622, 6.8727, 22.4838)
H (-1.8959, 4.4745, 20.7207)
H (-2.6856, 4.4940, 22.3856)
H (-0.1651, 4.1427, 21.8521)
H (-3.6279, 7.3654, 20.4911)

***

13 unconnected molecules or ions with the total composition C23H72N6O13 at a distorted geometry. Source: OMol25; level of theory: wB97M-V/def2-TZVPD.

HOMO level: -8.37 eV
2S+1: 1
Relative energy (zero: lowest compared OMol25 entry of this formula, charge and spin): 878.41 kJ/mol
E_tot: -2225.79429 Ha
Frontier orbital gap: 7.8 eV

Element x y z (Å)
C (-2.9733, 3.8800, 2.2971)
O (-2.0233, 2.8810, 2.4061)
H (-3.4783, 3.6870, 1.3471)
H (-2.6493, 4.8920, 2.3901)
H (-3.6923, 3.7430, 3.0591)
H (-2.5253, 2.0820, 2.3531)
C (-0.3653, 0.1930, 0.3921)
O (0.6597, 0.6750, -0.5139)
H (-1.2753, -0.0200, -0.1239)
H (-0.5933, 0.8910, 1.2071)
H (0.0697, -0.6670, 0.8061)
H (1.5207, 0.6880, -0.0639)
C (1.6427, 3.0120, 1.7221)
O (0.4087, 3.7040, 1.3421)
H (2.1277, 3.3050, 2.6161)
H (2.4267, 2.9570, 0.9511)
H (1.2337, 2.0710, 1.9151)
H (-0.3643, 3.5130, 1.8901)
C (1.0047, -2.6760, 3.1491)
O (1.5357, -2.2120, 1.9321)
H (0.0887, -2.2340, 3.4521)
H (1.5857, -2.3750, 3.9221)
H (1.0117, -3.7130, 3.1631)
H (1.6937, -2.9940, 1.4801)
C (-3.7133, -0.1900, 1.6551)
O (-3.4353, 0.5380, 2.7221)
H (-3.0753, 0.0390, 0.8471)
H (-4.7463, -0.0120, 1.3971)
H (-3.5503, -1.1700, 2.0251)
H (-2.4763, 0.3190, 2.8981)
C (-0.1123, 0.0940, 4.7891)
O (-0.9193, 0.2810, 3.6771)
N (1.1987, 0.3010, 4.7321)
N (-0.5493, -0.3030, 5.9261)
H (1.5097, 0.2260, 3.7601)
H (2.0297, 0.1580, 5.3221)
H (-1.4803, -0.7250, 5.8281)
H (-0.0243, -0.7680, 6.7261)
C (-0.7493, -0.9340, -3.4059)
O (-0.8933, -2.0720, -2.6509)
N (-0.0973, 0.1090, -2.9539)
N (-1.1043, -0.6270, -4.6429)
H (0.2537, 0.1030, -1.9759)
H (0.0017, 1.0210, -3.3719)
H (-1.7223, -1.3100, -5.0109)
H (-0.9573, 0.1930, -5.1989)
C (3.7347, 0.5760, 1.8091)
O (3.6267, 0.4040, 0.3941)
N (3.0937, -0.0730, 2.6881)
N (4.3927, 1.5480, 2.3951)
H (2.5017, -0.9070, 2.4051)
H (3.3837, 0.0930, 3.6301)
H (4.7207, 2.2980, 1.7911)
H (4.2447, 1.7780, 3.3501)
C (2.9187, 1.8110, -2.5139)
C (3.3067, 0.3760, -2.8449)
C (3.7217, 0.1960, -4.2859)
O (4.1467, -0.3000, -2.1999)
H (2.5757, 1.8360, -1.4849)
H (2.0287, 2.0100, -3.0059)
H (3.6777, 2.5000, -2.7729)
H (2.3767, -0.2540, -2.8609)
H (3.7177, -0.8030, -4.5659)
H (4.6667, 0.5590, -4.6779)
H (2.8967, 0.5840, -5.0199)
H (3.9447, -0.1090, -1.2639)
C (2.4777, -2.5320, -1.1689)
C (3.1837, -3.5930, -0.3539)
C (4.3537, -2.9130, 0.4161)
O (2.5247, -4.3090, 0.4571)
H (2.5297, -1.5220, -0.8149)
H (1.4227, -2.7680, -1.2449)
H (2.8857, -2.5620, -2.1389)
H (3.5377, -4.3740, -1.0609)
H (3.8687, -2.2650, 1.1091)
H (4.8687, -2.2370, -0.2499)
H (5.0367, -3.5330, 0.9021)
H (2.2887, -5.1860, 0.0771)
C (-4.7563, 1.0030, -1.2459)
C (-3.7783, 0.1650, -2.0449)
C (-4.0583, -1.3410, -1.7769)
O (-3.8413, 0.2260, -3.2909)
H (-5.0803, 1.9930, -1.7729)
H (-4.2183, 1.3570, -0.4509)
H (-5.6653, 0.4800, -0.9719)
H (-2.7773, 0.3850, -1.7979)
H (-5.1153, -1.4990, -1.9119)
H (-3.9533, -1.5110, -0.7809)
H (-3.4713, -2.1340, -2.2929)
H (-3.0263, -0.1360, -3.6229)
C (-1.5863, 5.5530, -2.2039)
C (-1.0323, 4.4360, -1.4129)
C (-1.4933, 3.0120, -1.7949)
O (0.2367, 4.4500, -1.1659)
H (-1.1593, 5.6070, -3.1889)
H (-1.3183, 6.4660, -1.6179)
H (-2.6783, 5.6690, -2.2959)
H (-1.5233, 4.5820, -0.4579)
H (-2.5803, 3.1000, -2.0479)
H (-1.2143, 2.3560, -0.9589)
H (-0.9993, 2.6900, -2.6999)
H (0.4247, 4.0300, -0.2969)
C (-1.1523, -2.8020, 0.4161)
C (-1.5193, -4.2960, 0.2331)
C (-1.6103, -4.7050, -1.2119)
O (-0.7313, -5.0620, 0.8011)
H (-1.2593, -2.6180, 1.4401)
H (-1.6883, -2.1830, -0.2639)
H (-0.1463, -2.6060, -0.0039)
H (-2.5683, -4.3350, 0.6361)
H (-0.7053, -4.6790, -1.7659)
H (-2.2633, -3.9590, -1.6379)
H (-1.9343, -5.6200, -1.4099)
H (-0.8703, -4.9590, 1.7941)

***

A molecular structure, C23H74NO15Pd at a distorted geometry. Source: OMol25; level of theory: wB97M-V/def2-TZVPD.

<S²>: 2.0082
HOMO level (spin up / spin down): -11.17 / -10.72 eV
Net charge: +1
2S+1: 3
Relative energy (zero: lowest compared OMol25 entry of this formula, charge and spin): 36.62 kJ/mol
E_tot: -2231.29821 Ha
Frontier orbital gap (spin up / spin down): 9.4 / 7.1 eV

Element x y z (Å)
Pd (3.8822, -1.4555, 0.5773)
C (0.4182, -0.2182, -2.5129)
C (1.0254, 1.0153, -1.9757)
C (-0.0183, 2.2291, -2.0678)
C (-1.1522, 2.2133, -0.9203)
C (-0.4663, 2.1682, 0.4448)
C (0.5522, 0.9568, 0.5592)
N (1.5276, 0.9617, -0.5740)
O (2.8498, 0.3560, -0.3207)
C (-0.3039, -0.3018, 0.7123)
C (1.2946, 1.2155, 1.9791)
C (2.1100, 1.5798, -2.9051)
H (-0.6645, -0.0943, -2.4902)
H (0.6949, -1.1625, -2.0439)
H (0.6123, -0.3782, -3.5735)
H (-0.4067, 2.2753, -3.0852)
H (0.3738, 3.2456, -2.0988)
H (-1.8321, 1.3773, -1.0841)
H (-1.6453, 3.1820, -1.0018)
H (-1.1312, 2.1023, 1.3059)
H (0.0888, 3.0544, 0.7525)
H (0.3064, -1.1862, 0.8955)
H (-0.8311, -0.5301, -0.2140)
H (-1.0105, -0.2975, 1.5422)
H (0.6399, 1.6315, 2.7449)
H (2.1431, 1.8582, 1.7443)
H (1.7313, 0.3264, 2.4339)
H (2.7632, 0.7154, -3.0242)
H (2.7424, 2.2867, -2.3680)
H (1.8326, 2.0592, -3.8439)
C (-3.1505, 1.3015, -6.1027)
O (-3.6235, 0.8768, -4.8078)
H (-2.4443, 0.6144, -6.5688)
H (-4.0586, 1.3383, -6.7044)
H (-2.8039, 2.3348, -6.0901)
H (-2.9314, 1.1042, -4.1827)
C (3.2342, -2.8912, -2.1243)
O (2.8857, -2.8618, -0.7877)
H (4.2312, -2.5083, -2.3422)
H (3.2026, -3.8668, -2.6094)
H (2.5576, -2.3114, -2.7522)
H (2.0134, -3.2615, -0.7579)
C (-0.6767, -4.7632, -1.3669)
O (0.2768, -3.6927, -1.2199)
H (-1.6940, -4.3736, -1.4055)
H (-0.4989, -5.4456, -2.1981)
H (-0.8433, -5.2418, -0.4018)
H (-0.2223, -2.8747, -1.1630)
C (-3.5829, -2.2432, 0.0084)
O (-4.9952, -1.9028, 0.3838)
H (-2.9990, -1.3241, -0.0401)
H (-3.1082, -2.9221, 0.7168)
H (-3.5332, -2.7367, -0.9623)
H (-5.0891, -1.0328, -0.0112)
C (-0.1891, -2.1381, -6.1081)
O (0.7892, -3.0861, -6.5011)
H (-0.8161, -2.5615, -5.3234)
H (0.3999, -1.2738, -5.8013)
H (-0.8546, -1.8542, -6.9234)
H (1.2833, -2.6464, -7.1970)
C (1.9246, -3.5377, 2.1323)
O (2.6295, -2.2845, 2.1524)
H (1.1541, -3.6033, 2.9004)
H (1.1988, -3.4132, 1.3287)
H (2.4849, -4.4689, 2.0475)
H (2.6337, -1.9609, 3.0562)
C (3.5184, 3.8410, 0.2063)
O (4.4320, 2.7990, 0.2607)
H (3.2139, 3.9640, -0.8330)
H (2.6701, 3.6655, 0.8678)
H (4.0799, 4.7179, 0.5287)
H (3.8961, 2.0037, 0.2164)
C (-3.5807, 4.3030, 1.8313)
O (-4.3554, 5.2147, 1.0446)
H (-3.8022, 3.2358, 1.8155)
H (-2.5177, 4.5325, 1.7573)
H (-3.7998, 4.6094, 2.8541)
H (-4.2036, 6.1271, 1.3017)
C (-3.7003, -2.2204, -3.6757)
O (-3.8745, -3.5666, -3.6636)
H (-2.6791, -1.8394, -3.6842)
H (-4.1868, -1.7642, -4.5378)
H (-4.1308, -1.7562, -2.7883)
H (-4.5403, -3.8681, -4.2860)
C (1.8912, 0.9500, 6.6599)
O (1.1163, 0.3034, 5.6563)
H (1.9832, 0.4339, 7.6156)
H (2.9004, 1.0012, 6.2513)
H (1.7123, 2.0236, 6.7181)
H (0.2784, 0.7554, 5.5329)
C (5.4758, 0.6154, 2.4941)
O (4.8023, -0.5767, 2.3919)
H (5.0773, 1.3500, 1.7943)
H (5.3135, 1.0253, 3.4910)
H (6.5283, 0.3637, 2.3640)
H (4.6010, -0.9676, 3.2453)
C (-4.5962, 2.0097, -1.3593)
O (-5.0711, 0.7227, -0.7274)
H (-4.1955, 2.0281, -2.3728)
H (-5.5018, 2.6153, -1.3260)
H (-3.9135, 2.4598, -0.6385)
H (-5.5788, 0.9156, 0.0642)
C (3.4053, -2.0933, 5.6698)
O (2.9781, -1.2821, 4.6032)
H (2.5237, -2.5638, 6.1050)
H (4.0124, -2.9145, 5.2888)
H (3.9889, -1.5317, 6.3994)
H (2.3561, -0.6690, 5.0016)
C (-2.1160, 1.3390, 4.5228)
O (-0.8810, 1.8798, 5.0144)
H (-2.9298, 0.9949, 5.1611)
H (-2.5116, 2.0579, 3.8053)
H (-1.7726, 0.4242, 4.0400)
H (-1.2270, 2.6583, 5.4569)

***

20 unconnected molecules or ions with the total composition C23H87BrN2O20P. Source: OMol25; level of theory: wB97M-V/def2-TZVPD.

HOMO level: -11.32 eV
Net charge: +1
2S+1: 1
E_tot: -5457.64636 Ha
Frontier orbital gap: 8.5 eV

Element x y z (Å)
C (0.7888, -3.0119, -2.0858)
C (1.9400, -2.0606, -2.1656)
N (1.9781, -0.8709, -1.7287)
C (3.1394, -2.5607, -2.9397)
N (2.8080, -2.6020, -4.4122)
C (3.7903, -3.4553, -5.1512)
P (2.5369, -0.8416, -5.0220)
O (4.1148, -0.5191, -5.1856)
Br (2.0138, -1.3571, -7.0672)
H (1.1055, -4.0047, -1.7584)
H (0.0006, -2.6523, -1.4239)
H (0.3623, -3.1399, -3.0860)
H (1.0839, -0.7006, -1.2635)
H (3.4067, -3.5811, -2.6619)
H (3.9884, -1.8938, -2.7908)
H (1.8835, -3.0402, -4.5033)
H (4.7805, -3.2509, -4.7531)
H (3.5184, -4.4973, -4.9926)
H (3.7544, -3.2319, -6.2136)
H (4.3784, 0.1882, -4.5801)
C (-0.8367, 2.1002, -2.8763)
O (-0.3495, 0.9211, -2.2108)
H (-1.8651, 1.8915, -3.1595)
H (-0.7961, 2.9646, -2.2150)
H (-0.2496, 2.2974, -3.7763)
H (0.5632, 1.0937, -1.9621)
C (-0.6535, -6.1683, -4.5500)
O (-0.4889, -4.7422, -4.4983)
H (0.3214, -6.5899, -4.7890)
H (-0.9805, -6.5694, -3.5915)
H (-1.3616, -6.4614, -5.3232)
H (-1.3489, -4.3598, -4.2983)
C (3.4108, 3.8021, -5.8730)
O (2.6153, 2.6257, -5.7251)
H (2.7325, 4.6459, -5.7800)
H (4.1729, 3.8812, -5.0942)
H (3.8901, 3.8444, -6.8527)
H (3.1902, 1.8651, -5.8279)
C (-3.8082, -0.2641, -1.3878)
O (-2.7586, -0.5133, -2.3155)
H (-4.7414, -0.5839, -1.8463)
H (-3.6659, -0.8379, -0.4686)
H (-3.8903, 0.7980, -1.1397)
H (-1.9352, -0.1909, -1.9310)
C (-0.0742, 6.1740, -0.6591)
O (-0.4301, 5.1319, -1.5699)
H (-0.2327, 5.7946, 0.3479)
H (0.9795, 6.4426, -0.7708)
H (-0.6927, 7.0593, -0.8124)
H (-0.2874, 5.4756, -2.4552)
C (-1.3355, -5.6839, -8.4517)
O (-0.7811, -6.8629, -7.8844)
H (-2.3223, -5.9491, -8.8234)
H (-1.4454, -4.8871, -7.7093)
H (-0.7392, -5.3120, -9.2891)
H (0.0949, -6.6531, -7.5524)
C (2.4009, -2.4347, 1.2255)
O (1.7251, -3.6811, 1.2633)
H (3.1879, -2.5006, 0.4782)
H (1.7124, -1.6271, 0.9536)
H (2.8674, -2.1893, 2.1839)
H (1.0257, -3.5881, 1.9252)
C (5.9955, -0.5094, 1.7790)
O (5.6225, -1.4740, 0.7923)
H (5.7465, -0.9463, 2.7434)
H (7.0609, -0.2853, 1.7548)
H (5.4283, 0.4189, 1.6630)
H (5.8482, -1.1132, -0.0680)
C (-0.8159, -0.4283, 1.8173)
O (-1.2458, -1.3357, 0.7918)
H (-0.9100, -0.9492, 2.7632)
H (0.2277, -0.1350, 1.6758)
H (-1.4413, 0.4648, 1.8416)
H (-1.1798, -0.8966, -0.0599)
C (-2.3194, 7.3217, -3.5274)
O (-2.1597, 8.1979, -2.4221)
H (-1.3585, 6.8477, -3.7197)
H (-3.0599, 6.5458, -3.3148)
H (-2.6190, 7.8701, -4.4243)
H (-3.0110, 8.6191, -2.2454)
C (-1.8451, 0.7184, 5.6483)
O (-0.7843, 0.5962, 4.6990)
H (-2.7514, 0.3890, 5.1437)
H (-1.6812, 0.0927, 6.5251)
H (-1.9761, 1.7534, 5.9732)
H (0.0306, 0.8731, 5.1252)
C (1.0014, -3.0973, 4.7696)
O (0.1011, -3.2630, 3.6772)
H (1.5689, -2.1908, 4.5702)
H (0.4663, -2.9717, 5.7125)
H (1.6960, -3.9358, 4.8555)
H (-0.4305, -4.0484, 3.8345)
C (-3.6691, -3.7208, 2.6983)
O (-3.4406, -2.3648, 2.3827)
H (-4.4800, -3.7520, 3.4242)
H (-3.9689, -4.3088, 1.8249)
H (-2.7935, -4.1946, 3.1533)
H (-2.7292, -2.2941, 1.7347)
C (-0.9176, -9.7859, -3.1190)
O (-1.3951, -9.1542, -4.2991)
H (-1.4849, -9.3706, -2.2885)
H (-1.0776, -10.8663, -3.1391)
H (0.1450, -9.5896, -2.9473)
H (-0.9211, -9.5180, -5.0518)
C (-3.2299, 9.7131, 0.4004)
O (-4.1455, 9.6168, -0.6872)
H (-2.6510, 10.6191, 0.2397)
H (-3.7498, 9.7941, 1.3573)
H (-2.5457, 8.8617, 0.4302)
H (-4.6874, 8.8333, -0.5567)
C (-4.3245, 3.0499, 4.3747)
O (-4.1864, 3.7560, 5.6037)
H (-3.3424, 2.6552, 4.1259)
H (-5.0232, 2.2149, 4.4682)
H (-4.6527, 3.7065, 3.5649)
H (-5.0446, 4.1178, 5.8390)
C (-1.2832, 2.4131, 8.9460)
O (-1.7678, 1.0838, 8.8894)
H (-0.4844, 2.5070, 8.2121)
H (-2.0697, 3.1296, 8.6879)
H (-0.8770, 2.6631, 9.9302)
H (-2.4927, 0.9954, 9.5187)
C (-4.4141, 3.1369, 10.7384)
O (-4.5784, 2.1339, 9.7437)
H (-4.5666, 2.6579, 11.7027)
H (-3.4029, 3.5536, 10.7163)
H (-5.1311, 3.9552, 10.6401)
H (-4.4484, 2.5285, 8.8759)
C (8.1850, 2.7346, 1.5564)
O (8.5985, 1.5110, 2.1462)
H (7.1705, 2.5803, 1.1924)
H (8.1698, 3.5540, 2.2791)
H (8.8189, 3.0186, 0.7122)
H (9.4923, 1.6209, 2.4815)